[1]
C5H9N2 | ωB97M-V/def2-TZVPD

SMILES	CC#[N+][C@H]1CN1C
orbital gap	0.328	Ha
net charge	+1
calculated total energy	-8300.6411	eV

```
16
Properties=species:S:1:pos:R:3:mulliken_charge:R:1
C 0.452 0.357 0.757 0.16
C 0.816 -1.025 0.393 -0.65
C -1.844 0.277 0.148 0.63
C -3.109 0.142 -0.365 -1.11
C 2.617 0.297 -0.466 -0.79
N -0.877 0.772 0.534 0.10
N 1.098 0.161 -0.434 -0.31
H 0.916 0.850 1.633 0.46
H 0.000 -1.669 0.082 0.22
H 1.513 -1.602 0.974 0.33
H -2.964 0.345 -1.478 0.30
H -3.936 0.794 -0.128 0.38
H -3.568 -0.837 -0.157 0.32
H 2.992 -0.698 -0.437 0.35
H 2.916 0.926 -1.401 0.26
H 2.979 0.912 0.345 0.32
```

[2]
C36H90BN2NbO4P | ωB97M-V/def2-TZVPD

orbital gap	0.246	Ha
net charge	-1
calculated total energy	-61478.4146	eV

```
135
Properties=species:S:1:pos:R:3:mulliken_charge:R:1
N -2.958 -1.123 0.249 -0.37
C -1.624 -0.651 -0.176 -0.06
C -1.538 0.882 -0.087 -1.17
Nb -1.741 1.791 -2.179 -0.90
C -3.132 3.247 -1.157 -0.76
N -4.441 3.061 -1.814 -0.36
C 0.189 0.621 -2.545 0.22
C 1.327 1.349 -3.160 -0.17
O 1.315 1.936 -4.213 -0.56
C -3.225 0.427 -3.088 -0.44
B -3.993 0.864 -4.361 0.45
O -3.368 1.165 -5.577 -0.57
O -5.376 1.002 -4.364 -0.37
P 0.079 3.493 -1.289 0.17
O 1.239 2.804 -0.600 -0.44
H -2.877 -2.049 0.663 0.22
H -3.261 -0.521 1.012 0.17
H -0.819 -1.105 0.425 0.14
H -1.479 -1.016 -1.206 0.21
H -2.333 1.264 0.568 0.60
H -0.589 1.198 0.362 0.30
H -1.621 2.890 -3.641 0.04
H -3.220 3.067 -0.082 0.32
H -2.752 4.275 -1.256 0.36
H -5.189 3.309 -1.173 0.21
H -4.528 3.690 -2.607 0.21
H -0.071 -0.243 -3.177 0.54
H 0.529 0.256 -1.571 -0.24
H 2.272 1.312 -2.587 0.19
H -3.888 0.207 -2.234 0.19
H -2.655 -0.491 -3.323 0.26
H -3.079 0.408 -6.106 0.27
H -5.666 1.028 -3.432 0.22
H -0.543 4.411 -0.386 0.00
H 0.533 4.433 -2.249 -0.02
C 3.190 0.178 -0.121 -0.92
C 3.189 -1.153 -0.866 -0.34
C 2.650 -2.316 -0.033 -0.25
C 3.444 -2.606 1.244 -0.85
C 4.928 -2.894 1.022 0.24
C 5.189 -4.121 0.156 -1.35
H 3.850 0.144 0.750 0.41
H 3.535 0.986 -0.767 0.16
H 2.188 0.449 0.214 0.17
H 4.201 -1.382 -1.218 0.36
H 2.572 -1.060 -1.763 0.33
H 2.609 -3.216 -0.654 0.39
H 1.614 -2.096 0.246 -0.16
H 2.988 -3.462 1.754 0.43
H 3.348 -1.760 1.929 0.33
H 5.406 -3.033 1.997 0.43
H 5.410 -2.022 0.572 -0.35
H 4.733 -5.012 0.596 0.30
H 6.259 -4.311 0.050 0.42
H 4.777 -3.998 -0.846 0.30
C -8.345 -0.711 -3.719 -1.29
C -8.502 -0.064 -5.091 0.02
C -9.923 0.415 -5.381 -0.81
C -10.988 -0.684 -5.387 -0.76
C -10.724 -1.822 -6.372 -0.32
C -10.671 -1.368 -7.827 -1.20
H -8.960 -1.608 -3.619 0.37
H -7.308 -1.000 -3.548 0.33
H -8.635 -0.016 -2.925 0.31
H -8.177 -0.766 -5.864 0.21
H -7.820 0.785 -5.156 0.20
H -9.932 0.938 -6.341 0.32
H -10.204 1.163 -4.631 0.41
H -11.958 -0.233 -5.621 0.39
H -11.085 -1.103 -4.382 0.30
H -11.512 -2.572 -6.258 0.37
H -9.788 -2.325 -6.114 0.23
H -11.605 -0.879 -8.116 0.29
H -10.516 -2.213 -8.500 0.37
H -9.859 -0.661 -7.997 0.28
C 10.232 1.494 -0.275 -1.40
C 9.322 1.854 0.895 -0.20
C 8.127 0.915 1.046 -0.37
C 7.166 0.893 -0.143 0.51
C 6.569 2.252 -0.507 -0.69
C 5.747 2.871 0.618 -1.07
H 9.707 1.564 -1.228 0.30
H 11.094 2.161 -0.327 0.43
H 10.606 0.472 -0.175 0.31
H 8.977 2.886 0.786 0.29
H 9.902 1.824 1.822 0.15
H 7.576 1.185 1.951 0.06
H 8.499 -0.103 1.214 0.45
H 6.348 0.203 0.088 -0.86
H 7.671 0.475 -1.019 0.43
H 5.927 2.117 -1.381 0.41
H 7.359 2.944 -0.815 0.42
H 4.949 2.191 0.917 0.16
H 5.282 3.804 0.299 0.38
H 6.351 3.090 1.502 0.29
C 7.419 2.997 7.112 -1.25
C 8.673 2.964 6.246 -0.65
C 8.534 2.082 5.006 -0.08
C 8.267 0.604 5.292 -0.54
C 9.320 -0.085 6.158 -0.47
C 10.711 -0.090 5.531 -1.17
H 7.175 2.009 7.507 0.29
H 7.543 3.667 7.964 0.39
H 6.559 3.345 6.536 0.30
H 9.525 2.632 6.848 0.30
H 8.911 3.981 5.921 0.39
H 9.438 2.179 4.398 0.07
H 7.717 2.466 4.388 0.26
H 8.194 0.076 4.335 0.25
H 7.288 0.495 5.766 0.37
H 9.003 -1.116 6.334 0.37
H 9.365 0.390 7.143 0.25
H 10.693 -0.579 4.554 0.28
H 11.427 -0.623 6.158 0.38
H 11.091 0.922 5.387 0.29
C -6.099 -0.824 1.489 -1.34
C -5.860 -1.933 2.507 -0.31
C -6.395 -3.292 2.058 -0.72
C -7.906 -3.338 1.821 -0.67
C -8.755 -2.934 3.026 -0.37
C -8.559 -3.837 4.240 -1.20
H -7.164 -0.646 1.327 0.40
H -5.662 0.118 1.825 0.35
H -5.640 -1.075 0.531 0.30
H -6.300 -1.656 3.470 0.32
H -4.785 -2.031 2.686 0.34
H -6.117 -4.050 2.796 0.33
H -5.892 -3.577 1.129 0.35
H -8.181 -4.354 1.518 0.39
H -8.161 -2.693 0.976 0.26
H -9.808 -2.953 2.732 0.39
H -8.538 -1.899 3.303 0.23
H -8.790 -4.876 3.993 0.29
H -9.207 -3.537 5.065 0.38
H -7.531 -3.803 4.604 0.28
```